1.
C51H56N5O10 | ωB97M-V with the def2-TZVPD basis set

## Properties
- ΔE to the lowest compared entry with this formula, charge and spin: 0.00 kJ/mol
- Charge: +1
- HOMO energy: -10.159 eV
- 2S+1: 1
- LUMO level: -1.761 eV
- Energy: -81700.95504 eV

Each line ends with the Mulliken charge.
Geometry (Å):
C: 1.961 -1.725 0.888  -1.029
C: 0.639 -1.710 1.783  -0.677
N: -0.039 -0.578 1.081  0.156
C: -0.668 -0.696 -0.082  -0.868
C: -1.149 0.601 -0.317  -1.535
N: -0.601 1.473 0.640  0.754
C: -0.025 0.716 1.500  -0.768
C: -0.854 2.905 0.864  -0.932
H: 2.394 -0.840 0.680  0.462
H: 1.744 -2.205 -0.066  0.275
H: 2.743 -2.313 1.344  0.306
H: 0.730 -1.590 2.860  0.460
H: 0.199 -2.643 1.450  0.225
H: -0.855 -1.495 -0.611  1.685
H: -1.642 1.006 -1.216  0.575
H: 0.536 1.003 2.331  0.906
H: -0.015 3.131 1.562  0.410
H: -1.771 3.153 1.218  0.123
H: -0.820 3.605 -0.010  0.279
N: 0.339 2.626 4.890  -0.521
C: 1.455 2.326 5.561  -0.440
C: 1.664 1.116 6.205  -0.109
C: 0.567 0.259 6.194  0.061
C: -0.664 0.465 5.618  -0.876
C: -0.743 1.823 4.876  -0.821
H: 2.224 3.057 5.554  0.434
H: 2.582 0.964 6.872  0.252
H: 0.816 -0.640 6.718  0.416
H: -1.558 -0.078 5.702  0.488
H: -1.444 2.123 4.292  1.153
N: -0.268 7.235 0.407  -0.399
C: 0.207 8.469 0.840  -0.501
C: 0.813 9.377 -0.054  -0.490
C: 1.127 9.010 -1.368  -0.108
C: 0.611 7.786 -1.831  -0.494
C: -0.058 6.968 -0.940  0.238
H: 0.071 8.716 1.739  0.578
H: 1.239 10.274 0.223  0.409
H: 1.698 9.593 -2.131  0.347
H: 1.013 7.278 -2.931  0.121
H: -0.302 5.923 -1.155  0.316
N: 2.274 -2.477 5.588  -0.282
C: 3.480 -1.988 5.962  -0.046
C: 4.600 -2.431 5.431  -0.987
C: 4.647 -3.419 4.408  -0.092
C: 3.410 -3.978 4.026  -0.353
C: 2.235 -3.459 4.658  -0.553
H: 3.377 -1.236 6.860  0.307
H: 5.420 -2.124 5.784  0.639
H: 5.505 -3.574 3.783  0.416
H: 3.281 -4.860 3.483  0.606
H: 1.155 -3.695 4.310  0.376
C: -1.295 -3.900 -3.886  -0.998
C: -0.158 -3.856 -2.857  -0.422
C: -0.129 -5.000 -2.101  0.841
C: -1.091 -5.940 -2.161  -0.442
C: -2.168 -5.793 -2.953  -0.281
C: -2.301 -4.805 -3.917  0.092
O: -3.079 -4.996 -4.944  -0.525
O: 0.996 -5.279 -1.237  -0.595
H: -1.124 -3.280 -4.621  0.695
H: 0.577 -3.059 -2.934  0.390
H: -0.963 -6.826 -1.467  0.321
H: -2.957 -6.636 -2.860  0.269
H: -3.277 -4.360 -5.530  0.301
H: 1.798 -4.733 -1.271  0.258
C: -4.486 5.025 0.567  -0.722
C: -4.719 3.896 1.610  -0.498
C: -4.556 2.580 1.216  -0.093
C: -4.404 2.331 -0.200  0.436
C: -4.198 3.354 -1.140  -0.639
C: -4.140 4.751 -0.680  0.440
O: -3.871 5.674 -1.620  -0.568
O: -4.727 1.460 2.140  -0.578
H: -4.553 6.033 1.008  0.266
H: -4.756 4.299 2.606  0.373
H: -4.493 1.298 -0.580  0.068
H: -4.070 3.205 -2.126  0.809
H: -3.526 6.538 -1.248  0.336
H: -5.130 1.945 2.981  0.382
C: -5.787 -1.183 -1.351  -0.906
C: -4.273 -1.137 -1.527  -0.294
C: -3.695 -0.479 -2.638  0.175
C: -4.531 0.335 -3.407  -1.170
C: -5.994 0.366 -3.212  -0.822
C: -6.505 -0.398 -2.177  1.050
O: -7.864 -0.377 -2.097  -0.582
O: -2.416 -0.759 -3.022  -0.098
H: -6.137 -1.770 -0.587  0.446
H: -3.690 -1.761 -0.793  0.263
H: -4.091 0.828 -4.029  1.084
H: -6.727 0.921 -3.773  0.458
H: -8.150 -0.862 -1.300  0.296
H: -2.361 -0.380 -3.961  0.206
C: 1.429 2.748 -1.976  -0.653
C: 2.161 1.490 -1.704  -0.203
C: 2.443 0.619 -2.753  0.179
C: 1.887 0.846 -3.983  -0.476
C: 1.095 2.026 -4.292  -0.856
C: 0.866 3.043 -3.308  0.462
O: 0.139 4.051 -3.617  -0.426
O: 3.194 -0.451 -2.450  -0.484
H: 1.307 3.215 -1.016  0.644
H: 2.275 1.525 -0.597  0.335
H: 2.195 0.273 -4.816  0.535
H: 0.810 1.910 -5.270  0.473
H: 0.068 4.070 -4.569  0.291
H: 2.993 -1.281 -2.926  0.185
C: 5.071 -4.985 -2.015  -0.658
C: 5.998 -6.072 -1.508  -0.805
C: 6.032 -6.335 -0.063  0.277
C: 5.252 -5.523 0.803  -0.182
C: 4.372 -4.622 0.264  0.732
C: 4.243 -4.330 -1.107  0.022
O: 3.414 -3.277 -1.525  0.147
O: 6.858 -7.375 0.360  -0.477
H: 5.240 -4.655 -3.123  0.177
H: 6.449 -6.790 -2.075  0.390
H: 5.722 -5.575 1.765  0.312
H: 3.625 -4.066 0.850  -0.142
H: 3.562 -3.071 -2.403  -0.004
H: 7.043 -7.908 -0.334  0.287

---

2.
C51H60BBrN7P2PdS3 | ωB97M-V with the def2-TZVPD basis set

## Properties
- Charge: +3
- HOMO energy (spin up / spin down): -14.498 / -14.826 eV
- 2S+1: 5
- LUMO level (spin up / spin down): -6.530 / -9.633 eV
- Energy: -189554.16464 eV

Each line ends with the Mulliken charge.
Geometry (Å):
Pd: 0.370 -0.249 -0.441  1.920
C: -0.787 5.231 4.378  -2.046
C: -0.227 3.911 3.846  1.306
C: 0.678 4.222 2.652  -1.426
C: 0.543 3.173 4.937  -1.336
N: -1.405 3.027 3.465  0.507
C: -2.654 3.184 4.028  -0.469
C: -3.461 2.234 3.506  -1.203
N: -2.712 1.475 2.637  0.577
B: -3.292 0.190 1.978  0.531
N: -2.351 -1.043 2.278  0.774
C: -2.260 -1.499 3.568  -1.432
C: -1.549 -2.651 3.557  -0.501
N: -1.195 -2.902 2.252  0.663
C: -1.689 -1.901 1.478  -0.151
S: -1.507 -1.744 -0.229  -0.344
C: -0.556 -4.199 1.783  1.189
C: 0.767 -3.914 1.075  -1.143
C: -0.277 -5.076 3.000  -2.211
C: -1.546 -4.921 0.870  -1.527
N: -3.681 0.325 0.480  -0.316
C: -4.865 -0.253 0.071  -1.373
C: -4.992 -0.051 -1.255  -0.135
N: -3.883 0.652 -1.673  0.629
C: -3.097 0.880 -0.599  -0.228
S: -1.562 1.686 -0.628  0.009
C: -3.672 1.126 -3.095  1.171
C: -2.406 0.476 -3.647  -1.263
C: -4.857 0.678 -3.946  -2.286
C: -3.607 2.649 -3.111  -1.570
C: -1.463 1.965 2.631  -1.386
S: -0.176 1.340 1.687  -0.054
H: 0.043 5.923 4.507  0.464
H: -1.263 5.122 5.353  0.486
H: -1.495 5.680 3.680  0.473
H: 1.318 5.054 2.946  0.632
H: 0.105 4.530 1.775  0.355
H: 1.320 3.390 2.377  0.106
H: 1.396 3.776 5.250  0.453
H: 0.917 2.216 4.564  0.141
H: -0.085 2.993 5.811  0.395
H: -2.876 3.948 4.748  0.589
H: -4.503 2.036 3.685  0.667
H: -4.319 -0.022 2.561  -0.209
H: -2.731 -0.988 4.391  0.721
H: -1.296 -3.303 4.370  0.631
H: 1.552 -3.680 1.796  0.328
H: 0.677 -3.104 0.353  -0.077
H: 1.066 -4.812 0.532  0.644
H: 0.414 -4.604 3.701  0.428
H: 0.194 -5.992 2.644  0.465
H: -1.190 -5.364 3.524  0.472
H: -1.655 -4.417 -0.089  0.227
H: -2.524 -4.995 1.347  0.394
H: -1.182 -5.932 0.688  0.513
H: -5.522 -0.750 0.762  0.651
H: -5.779 -0.355 -1.918  0.604
H: -2.517 -0.610 -3.667  0.386
H: -1.520 0.731 -3.065  -0.037
H: -2.255 0.826 -4.669  0.615
H: -4.969 -0.407 -3.962  0.499
H: -4.669 1.002 -4.968  0.456
H: -5.793 1.136 -3.625  0.535
H: -2.736 3.034 -2.584  0.229
H: -4.506 3.075 -2.663  0.429
H: -3.553 2.987 -4.146  0.497
Br: -0.692 -3.056 -3.146  -0.011
C: 0.360 -1.589 -3.668  -0.272
C: 0.477 -1.370 -5.035  -0.418
C: 1.328 -0.377 -5.477  -0.730
C: 2.053 0.340 -4.534  -1.181
C: 1.849 0.056 -3.202  -0.102
N: 0.991 -0.876 -2.739  0.606
H: -0.079 -1.988 -5.724  0.542
H: 1.432 -0.176 -6.535  0.482
H: 2.756 1.109 -4.823  0.578
H: 2.385 0.619 -2.454  0.511
C: 4.428 -0.650 0.028  -1.820
P: 2.751 0.028 0.430  1.577
C: 2.793 -0.109 2.242  0.819
C: 3.729 0.565 3.029  -0.356
C: 3.744 0.389 4.403  -0.949
C: 2.829 -0.469 5.004  -1.038
C: 1.896 -1.142 4.230  -0.757
C: 1.876 -0.961 2.854  0.276
C: 2.908 1.783 -0.037  1.421
C: 3.988 2.617 0.257  -0.525
C: 3.978 3.943 -0.153  -1.072
C: 2.900 4.447 -0.872  -1.090
C: 1.827 3.624 -1.196  -1.191
C: 1.846 2.303 -0.782  1.146
P: 5.004 -0.472 -1.692  1.140
C: 6.259 0.785 -1.803  0.412
C: 7.470 0.600 -1.126  -0.355
C: 8.441 1.584 -1.199  -0.837
C: 8.208 2.738 -1.944  -0.552
C: 7.007 2.917 -2.616  -0.617
C: 6.024 1.940 -2.546  -0.257
C: 5.546 -1.987 -2.349  0.676
C: 6.614 -2.004 -3.271  -0.625
C: 7.040 -3.208 -3.790  -0.750
C: 6.385 -4.387 -3.439  -0.470
C: 5.292 -4.373 -2.567  -0.857
C: 4.860 -3.182 -2.034  -0.592
H: 4.460 -1.699 0.323  0.970
H: 5.162 -0.100 0.623  0.671
H: 4.445 1.245 2.585  0.240
H: 4.469 0.918 5.007  0.494
H: 2.849 -0.612 6.077  0.456
H: 1.182 -1.808 4.698  0.537
H: 1.137 -1.478 2.252  0.259
H: 4.847 2.253 0.807  0.274
H: 4.815 4.585 0.088  0.591
H: 2.904 5.481 -1.192  0.495
H: 0.993 4.006 -1.770  0.589
H: 1.024 1.619 -1.055  -0.948
H: 7.660 -0.304 -0.557  0.496
H: 9.383 1.447 -0.686  0.451
H: 8.976 3.498 -2.004  0.443
H: 6.837 3.813 -3.198  0.474
H: 5.084 2.079 -3.067  0.411
H: 7.110 -1.083 -3.549  0.461
H: 7.880 -3.236 -4.470  0.448
H: 6.718 -5.326 -3.860  0.425
H: 4.789 -5.297 -2.318  0.466
H: 4.000 -3.168 -1.374  0.500